No. 1
A molecular structure, C45H142Co2N16O33 at a distorted geometry, computed with ωB97M-V with the def2-TZVPD basis set.

The expectation value of S² is 12.01. Its calculated total energy is -215619.9618 eV. Its HOMO energy (alpha / beta) is -6.32 / -6.26 eV. As for the HOMO-LUMO gap (alpha / beta): 0.1955 / 0.1932 Eh.

```
! wB97M-V def2-TZVPD RIJCOSX def2/J DEFGRID3
* xyz 0 7
Co -1.044 3.179 -1.932
Co 1.355 3.627 0.189
O -4.153 -1.314 3.936
O 6.287 4.431 2.133
O 1.774 -3.649 0.118
O 5.317 -0.037 4.986
O 0.367 4.788 -1.413
O -8.811 0.552 0.363
O 8.929 -2.904 -0.017
O -2.161 4.271 -3.203
O 1.572 3.196 6.706
O 4.966 5.962 -0.780
O 6.693 1.686 -5.167
O -2.817 1.655 -2.245
O 2.759 3.781 3.867
O 1.101 -2.759 5.592
O 0.253 2.044 4.489
O -0.305 1.970 -3.504
O -5.317 -0.535 -1.247
O -9.581 -5.071 -1.329
O -2.869 3.321 1.901
O 1.366 -0.170 -3.574
O 1.417 -5.535 5.157
O -2.501 4.271 -0.524
O 5.296 -1.312 0.121
O 3.372 5.970 5.346
O -2.307 -2.079 -4.157
O -6.239 -4.325 -6.007
O -0.441 4.306 1.354
O 2.156 2.174 1.573
O 2.380 5.483 0.737
O 4.157 6.400 -3.920
O 2.335 -1.860 8.040
O 2.779 3.080 -1.269
O -0.143 1.932 -0.403
N 1.720 -0.562 9.800
N 4.113 3.469 -3.685
N -7.575 -1.335 2.779
N 7.747 -0.430 -0.713
N 1.511 0.239 7.798
N 0.113 -4.149 2.827
N 3.011 -1.429 -2.813
N 4.913 3.116 1.006
N -4.838 3.170 3.100
N 5.667 2.401 2.870
N -3.491 1.448 2.685
N -3.682 -2.425 -6.547
N 3.683 -1.472 4.779
N 2.047 -1.966 -4.691
N -7.666 -1.834 -2.146
N 3.310 0.534 4.181
C -8.367 1.621 -0.516
C 9.680 -1.747 -0.123
C 1.918 6.522 -0.092
C 1.944 -0.762 8.525
C 4.592 7.652 -4.447
C -5.457 -2.000 3.825
C 8.014 1.160 -4.752
C 5.771 -0.092 0.668
C -3.152 -2.066 3.477
C 4.405 2.364 -4.521
C 6.707 0.499 -0.357
C 1.803 -6.559 6.136
C -3.118 -1.119 -6.092
C -6.538 -0.893 3.759
C -5.199 -2.384 -6.854
C 8.741 -0.618 0.346
C 2.194 -4.064 -1.149
C -8.539 -2.876 -1.535
C 3.531 5.591 -4.887
C 0.894 6.120 -1.253
C -8.709 -0.443 2.504
C -8.393 0.872 1.761
C -5.305 -1.213 -2.539
C 1.226 -5.036 2.803
C -5.796 -3.681 -7.250
C 1.647 0.942 1.133
C 9.774 -4.023 -0.124
C -1.499 -1.896 -2.938
C 5.646 1.473 -4.175
C 0.261 0.891 0.454
C 4.805 -2.414 0.876
C -1.948 -1.204 -5.163
C 0.093 -3.218 1.724
C 4.210 -0.316 4.658
C -5.025 -1.285 -0.088
C 2.060 -1.149 -3.648
C -6.339 -2.385 -2.551
C 3.011 4.340 -4.122
C -10.782 -4.658 -0.695
C 1.055 -6.054 3.949
C -9.012 -4.102 -2.288
C 5.646 3.375 2.044
C -3.700 2.660 2.540
C -7.472 -5.048 -6.208
C 0.372 -3.738 0.319
H -5.326 2.690 3.842
H 2.849 -6.861 6.093
H -4.290 -2.068 -0.274
H 2.104 -4.390 2.815
H 1.594 7.329 0.566
H 6.120 -0.087 1.701
H -0.689 2.177 4.598
H 1.207 -7.469 6.063
H 3.073 2.171 -1.325
H 0.000 -4.756 0.203
H -5.687 -0.515 -3.285
H 0.148 -6.653 3.866
H 2.685 -1.529 4.638
H -8.630 2.560 -0.030
H 1.878 -6.711 3.665
H 2.256 3.712 -4.595
H -10.531 -4.234 0.277
H -3.315 -2.173 2.404
H 1.878 -5.090 -1.339
H 5.426 8.016 -3.847
H -0.446 0.729 1.268
H -3.907 -0.747 -5.438
H -3.690 1.818 -2.604
H 1.950 -1.359 10.375
H 2.666 6.199 -5.152
H 2.955 -0.941 -1.931
H 4.267 2.351 1.137
H 6.172 2.502 3.739
H 2.745 7.035 -0.583
H -5.129 -4.209 -7.932
H -4.533 -0.713 0.699
H 4.204 5.557 -0.367
H -8.018 -5.411 -5.337
H 3.789 8.389 -4.437
H -1.876 -2.675 -2.275
H 4.074 5.322 -5.794
H 0.041 6.751 -1.005
H 0.478 2.554 3.711
H 1.436 -2.385 6.407
H 0.820 -2.432 1.928
H -6.918 -0.543 4.718
H 10.595 -1.828 0.464
H -1.462 -0.905 -2.486
H -2.176 -1.611 3.646
H -3.082 5.028 -0.604
H 3.297 1.504 4.462
H -2.340 5.206 -3.101
H -0.745 1.831 -4.343
H -7.549 -1.360 -1.262
H 2.613 3.192 3.128
H 0.184 -0.017 -0.144
H -7.291 1.559 -0.679
H -0.637 5.218 1.568
H 1.764 -3.356 -1.857
H 0.348 1.273 -3.457
H -8.184 -3.241 -0.572
H 1.347 -5.490 1.819
H -0.884 -2.777 1.921
H 4.585 4.014 0.678
H 8.263 1.584 -3.779
H 3.135 3.496 -2.054
H -8.156 -4.559 -6.901
H 2.353 4.606 3.601
H -7.103 -5.797 -6.909
H 5.126 -2.364 1.917
H 1.692 0.362 2.055
H 4.958 -3.339 0.321
H -0.488 -2.110 -3.286
H 10.415 -4.231 0.732
H 1.515 2.610 5.951
H -9.519 -0.988 2.018
H -5.275 -1.728 -7.720
H -6.244 -2.860 -3.527
H 7.934 0.094 -4.538
H -2.557 1.105 2.512
H -5.121 4.047 2.687
H 3.282 -4.043 -1.087
H 4.156 -2.103 5.411
H -5.546 -2.664 2.966
H 0.313 -3.722 3.720
H -3.095 -0.260 -6.762
H -3.176 -3.076 3.886
H 10.474 -3.854 -0.942
H 4.757 5.969 -1.714
H 4.877 0.492 0.885
H 2.785 -2.653 -4.731
H -11.473 -5.479 -0.503
H -4.297 -1.424 -2.894
H 4.050 5.722 5.975
H 2.471 4.613 -3.215
H 1.310 -3.692 5.653
H -1.709 -0.214 -4.773
H 3.512 1.746 -4.432
H 1.148 6.550 -2.222
H -5.835 -3.088 -1.887
H 9.226 0.340 0.533
H -2.864 0.766 -1.894
H -9.663 -3.888 -3.136
H -2.819 3.967 -3.828
H -6.015 0.026 3.494
H -6.717 -3.357 -7.734
H 9.288 -4.892 -0.568
H -11.418 -3.954 -1.232
H -9.020 1.531 -1.384
H -5.872 -1.849 0.303
H -5.658 -1.991 -5.947
H -8.018 -2.193 3.074
H -5.488 -2.638 4.708
H 7.120 1.445 -0.006
H 5.470 0.399 -4.241
H 7.193 -1.274 -0.694
H 4.865 1.787 2.865
H 4.374 2.771 -5.532
H -8.851 1.806 2.086
H -8.129 -4.508 -2.781
H -9.368 -2.275 -1.161
H 1.687 -6.114 7.125
H 2.513 0.119 3.719
H 2.308 0.364 0.487
H -2.831 3.794 0.238
H 3.019 5.136 5.033
H 1.322 0.249 10.252
H 8.309 -0.999 1.271
H 1.433 0.073 6.804
H -0.191 -3.104 -0.365
H -7.318 0.960 1.604
H 6.172 0.874 -1.230
H 8.807 1.311 -5.484
H 3.721 -2.301 0.889
H 4.904 4.060 -3.471
H 3.846 -1.866 -3.177
H 10.096 -1.633 -1.124
H -1.173 3.810 1.721
H -1.140 -1.608 -5.772
H 6.010 1.650 -3.163
H 4.858 7.570 -5.500
H 1.377 1.165 8.178
H -9.091 -0.176 3.490
H 2.504 3.220 6.921
H -3.431 -3.027 -5.776
H -4.288 0.872 2.915
H 1.620 -1.664 -5.555
*
```

---

No. 2
A molecular structure, C45H29N16OTi, computed with ωB97M-V with the def2-TZVPD basis set.

Its calculated total energy is -96148.8174 eV. As for the energy above the lowest of the compared OMol25 structures with the same formula, charge and spin: 0.0 kJ/mol. Its HOMO energy (alpha / beta) is -3.40 / -3.40 eV. As for the HOMO-LUMO gap (alpha / beta): 0.1795 / 0.1794 Eh.

```
! wB97M-V def2-TZVPD RIJCOSX def2/J DEFGRID3
* xyz -1 1
Ti 0.098 0.191 -0.041
O 0.399 1.394 1.530
N 3.337 -0.930 -0.602
N 1.912 2.991 5.667
N -3.299 -1.795 3.150
N -1.499 -0.850 -0.984
N 2.121 -2.287 3.306
N 2.871 4.127 1.524
N 2.861 -0.289 2.438
N 1.024 3.250 -1.098
N 0.087 0.878 3.722
N 1.830 0.975 -0.791
N -2.015 -3.711 3.403
N -1.307 -0.670 1.574
N -0.857 1.742 -0.882
N -0.759 -3.167 -0.615
N -3.081 1.002 -1.342
N 1.029 -1.596 -0.280
C 6.101 2.401 -1.703
C 0.683 1.626 2.753
C -3.411 -0.571 2.631
C 5.515 -0.972 2.801
C 3.059 0.374 -0.876
C -0.223 2.994 -1.008
C 2.426 -1.776 -0.311
C 2.721 -3.203 -0.108
C 4.072 3.744 -1.637
C -1.684 -2.212 -0.910
C -3.739 -3.769 -1.149
C 0.465 -2.867 -0.376
C -2.177 -2.451 2.875
C 4.031 1.322 -1.230
C 2.000 2.307 -1.071
C -2.440 0.001 1.840
C -5.774 -2.503 -1.570
C 5.179 0.270 2.280
C 3.354 2.565 -1.345
C -1.183 5.395 -1.318
C 1.763 2.869 4.527
C -3.034 -2.546 -1.126
C -1.262 4.018 -1.221
C -2.189 1.917 -1.213
C -2.743 -0.310 -1.236
C -5.088 -3.732 -1.364
C 1.510 -3.881 -0.169
C 3.188 -1.458 2.975
C -2.469 3.350 -1.380
C -3.643 4.030 -1.651
C 3.836 0.557 2.113
C 5.422 3.649 -1.814
C -5.107 -1.309 -1.563
C 2.263 3.444 2.228
C -3.716 -1.325 -1.334
C 3.914 -3.873 0.083
C -3.573 5.414 -1.737
C 5.429 1.248 -1.412
C -2.362 6.086 -1.571
C 2.640 -5.937 0.158
C -1.157 -1.872 2.107
C 4.516 -1.856 3.160
C 3.854 -5.254 0.228
C 1.447 -5.258 -0.054
C 1.562 2.643 3.150
H -2.872 -4.141 3.712
H 1.294 -1.746 3.526
H -2.547 0.985 1.404
H -2.344 7.166 -1.642
H 2.632 -7.015 0.266
H -1.401 -4.323 2.888
H -5.657 -4.654 -1.382
H 2.327 -2.987 4.000
H 5.930 0.991 1.992
H 3.525 1.505 1.691
H -5.619 -0.369 -1.724
H -4.573 3.494 -1.787
H 0.202 1.148 4.685
H -0.714 0.330 3.468
H 5.942 0.300 -1.312
H 4.766 -5.815 0.393
H 3.555 4.692 -1.689
H -6.844 -2.525 -1.738
H -0.233 5.898 -1.194
H -3.213 -4.703 -0.997
H -4.326 -0.035 2.849
H 6.553 -1.248 2.937
H 6.001 4.538 -2.030
H 0.500 -5.776 -0.129
H -0.230 -2.398 1.913
H 4.744 -2.831 3.570
H 7.175 2.379 -1.844
H 4.848 -3.329 0.124
H -4.471 5.986 -1.937
*
```

---

No. 3
A molecular structure, C45H33F9N3O2P2V, computed with ωB97M-V with the def2-TZVPD basis set.

The expectation value of S² is 3.76. Its calculated total energy is -124489.1071 eV. As for the energy above the lowest of the compared OMol25 structures with the same formula, charge and spin: 13.2 kJ/mol. Its HOMO energy (alpha / beta) is -10.62 / -11.23 eV. As for the HOMO-LUMO gap (alpha / beta): 0.2960 / 0.3074 Eh.

```
! wB97M-V def2-TZVPD RIJCOSX def2/J DEFGRID3
* xyz 1 4
V 0.903 0.266 -0.187
P -1.310 1.686 -0.262
P 3.157 -0.987 -0.065
F -5.105 -3.885 -0.149
F -3.300 -4.314 0.977
F -5.054 -3.534 1.991
F -3.663 5.666 -5.143
F -5.382 4.380 -4.849
F -1.014 5.628 5.144
F -3.775 3.758 -6.169
F 0.047 6.900 3.743
F -2.119 6.962 3.843
O 2.033 1.805 0.799
O 2.235 1.494 -1.384
N 0.061 -1.224 -1.396
N -0.272 -2.729 0.399
N 0.204 -0.699 1.539
C -2.221 4.180 2.927
C 0.053 -0.589 3.921
C 0.275 -0.007 2.701
C -0.523 -3.487 -1.850
C -0.296 3.886 0.955
C -4.048 4.384 -5.012
C -3.673 -1.580 -0.676
C 5.048 -2.690 -1.299
C -0.360 -2.655 2.778
C 5.677 -3.222 -2.416
C 3.824 -2.056 3.817
C 3.338 -3.335 1.402
C -0.485 -3.236 -3.197
C -0.175 -1.953 -3.662
C -2.525 0.377 0.171
C 3.987 -1.800 -1.453
C -2.751 -0.082 1.468
C 4.215 -1.963 -3.850
C -3.398 -1.287 1.692
C -0.126 -1.985 1.570
C -2.086 2.551 -1.668
C -3.826 -2.053 0.619
C 2.743 1.499 -0.212
C 5.260 -2.862 -3.690
C -1.358 2.985 1.018
C 3.426 -4.071 2.573
C 3.997 0.699 0.035
C -3.355 3.728 -3.845
C 3.578 -1.437 -2.736
C -1.145 5.055 2.866
C -0.192 4.923 1.871
C -0.262 -1.949 3.949
C -3.138 3.447 -1.472
C -0.236 -2.441 -0.958
C 3.739 -1.316 2.645
C 0.076 -0.988 -2.725
C 3.512 -1.949 1.425
C 3.671 -3.433 3.782
C -1.667 2.279 -2.964
C -2.297 2.861 -4.057
C -4.343 -3.442 0.859
C -2.329 3.153 2.005
C -3.027 -0.374 -0.893
C -1.050 6.147 3.900
C -3.770 4.029 -2.554
H 3.746 -4.010 4.695
H 2.779 -0.717 -2.861
H -3.209 2.526 2.037
H -0.135 -1.720 -4.716
H -3.539 -1.640 2.706
H -0.533 -3.684 0.586
H -2.983 4.309 3.685
H 0.638 5.614 1.817
H -0.826 1.629 -3.136
H 3.144 -3.845 0.465
H -4.589 4.719 -2.396
H -2.898 -0.034 -1.914
H 4.013 -1.553 4.756
H -0.763 -4.471 -1.469
H 5.756 -3.274 -4.558
H 3.897 -1.666 -4.841
H 3.313 -5.147 2.540
H 6.498 -3.914 -2.290
H -0.619 -3.705 2.775
H 4.733 0.796 -0.758
H 4.422 0.899 1.014
H -0.693 -4.035 -3.896
H 0.470 3.774 0.198
H -3.467 3.696 -0.472
H 0.346 0.019 -3.006
H -1.962 2.645 -5.061
H 0.122 0.000 4.824
H -0.435 -2.453 4.892
H -2.366 0.450 2.326
H 0.533 1.040 2.603
H 3.850 -0.239 2.694
H -4.036 -2.159 -1.515
H 5.394 -2.966 -0.312
*
```